Molecular formula: C5H6N2O
Method: DFT, wB97M-V/def2-TZVPD

The geometry in XYZ format:
```
14
Properties=species:S:1:pos:R:3:forces:R:3
C -0.443 -0.796 0.791 3.862 1.698 -2.310
C 0.851 -1.367 1.037 1.427 0.230 -0.389
C 1.878 -0.622 0.251 -2.706 2.620 -1.637
C 1.193 0.421 -0.546 -0.631 -3.107 0.773
C -1.212 1.205 -0.713 2.183 -2.522 -3.679
H -1.651 -1.733 1.833 -0.965 3.772 -2.035
H 1.407 -2.257 1.563 -2.435 1.657 -0.441
H 2.990 -0.789 0.340 -1.635 0.171 -0.321
H 1.388 1.077 -1.519 -0.291 -1.623 2.733
H -2.007 1.926 0.507 2.145 -1.901 -3.944
H -1.443 2.406 -2.258 1.447 -4.423 -1.171
N -0.278 0.164 -0.235 1.357 2.040 0.238
N -0.974 1.163 -2.293 -3.973 6.719 8.857
O -1.697 -0.797 1.242 0.214 -5.332 3.327
```
Forces are in eV/Å.

As for the energy relative to the best compared isomer or geometry (same formula, charge and spin): 873.5 kJ/mol. The calculation puts the lowest unoccupied orbital energy at -0.24 eV. As for the orbital gap: 7.6909 eV.